(a)
This record from the Open Molecules 2025 dataset describes a single C6H11NO2 molecule. The level of theory is the ωB97M-V functional and the def2-TZVPD basis.

As for the charge: 0. The orbital gap is 10.13 eV. The structure (SMILES) is CC(=O)C[C@H](N)C(C)=O. Its HOMO energy is -9.2926 eV.

Each line ends with the natural charge from an NBO analysis.
CARTESIAN COORDINATES (ANGSTROEM)
C: -0.27659 0.73640 0.64178  -0.129
C: -1.03242 -0.52007 0.20986  -0.547
C: 1.90535 1.74195 -0.43765  -0.728
C: -0.32158 -2.92692 -0.18983  -0.714
C: 0.53214 1.21294 -0.71221  0.656
C: 0.03333 -1.46864 -0.28297  0.626
N: -1.07719 1.84992 1.08255  -0.841
O: -0.12407 1.46823 -1.69073  -0.583
O: 1.10938 -1.11828 -0.75775  -0.543
H: 0.44329 0.49302 1.42742  0.184
H: -1.40480 2.46539 0.34421  0.372
H: -1.94286 1.56599 1.53332  0.356
H: -1.62486 -0.94501 1.02403  0.220
H: -1.69513 -0.28053 -0.62587  0.259
H: 2.53065 0.92512 -0.08302  0.241
H: 2.33898 2.16337 -1.34237  0.230
H: 1.85385 2.49673 0.34414  0.238
H: -1.22309 -3.12385 -0.76881  0.236
H: 0.49239 -3.54182 -0.56444  0.235
H: -0.51676 -3.19393 0.84835  0.230

---

(b)
This record from the Open Molecules 2025 dataset describes a single C6H11NO2 molecule. The level of theory is the ωB97M-V functional and the def2-TZVPD basis.

As for the charge: 0. The orbital gap (alpha / beta) is 6.93 / 8.17 eV. Its HOMO energy (alpha / beta) is -6.9543 / -7.7291 eV.

Each line ends with the natural charge from an NBO analysis.
CARTESIAN COORDINATES (ANGSTROEM)
C: -1.36734 0.96917 -1.03602  0.384
C: -0.04219 -0.73093 -2.11641  -0.010
C: -0.76355 1.40370 0.38091  -0.009
C: 0.03839 -1.61810 0.14317  0.091
C: 0.65856 1.86625 0.54652  -0.660
C: 0.81746 -1.79357 1.40369  -0.677
N: 0.55888 -1.01788 -0.91554  -0.460
O: -0.53694 0.72371 -2.05280  -0.550
O: -1.48372 2.22993 -0.52703  -0.493
H: 1.32742 -0.39290 -0.69695  0.402
H: -2.26873 0.34904 -0.98979  0.141
H: -0.88970 -1.37711 -2.34500  0.134
H: -1.34041 1.23018 1.29156  0.175
H: -0.78725 -2.28048 -0.05457  0.192
H: 1.15181 1.89818 -0.42622  0.226
H: 1.20788 1.23826 1.24375  0.199
H: 0.67823 2.88719 0.93751  0.229
H: 1.11355 -2.83806 1.49904  0.232
H: 0.20592 -1.56234 2.28642  0.237
H: 1.72173 -1.18426 1.42773  0.218

---

Which of them is most stable, and which least? Most stable: (a); least stable: (b).

---

(a)
This record from the Open Molecules 2025 dataset describes C6H11NO2 as an isolated structure. The level of theory is the ωB97M-V functional and the def2-TZVPD basis.

As for the charge: 0. The orbital gap is 9.52 eV. Its HOMO energy is -8.7174 eV.

Each line ends with the natural charge from an NBO analysis.
CARTESIAN COORDINATES (ANGSTROEM)
C: -0.58451 -0.93130 -0.12548  -0.047
C: -1.48157 0.29584 0.07167  -0.528
C: 2.61310 1.42358 0.51242  -0.762
C: -1.42530 -2.20464 -0.19920  -0.604
C: -0.85545 1.63297 0.36832  0.803
C: 1.15547 1.41128 0.19869  0.283
N: 0.15876 -0.76651 -1.37001  -0.859
O: -1.38270 2.69933 0.31206  -0.522
O: 0.39608 1.53670 1.24303  -0.513
H: 0.07897 -1.01688 0.75227  0.164
H: 0.69154 0.11269 -1.33094  0.385
H: 0.82157 -1.52129 -1.50111  0.354
H: -2.05770 0.43856 -0.84836  0.253
H: -2.18999 0.10659 0.88315  0.248
H: 3.00973 2.36503 0.11673  0.259
H: 3.12023 0.61376 -0.01523  0.242
H: 2.82716 1.37767 1.58552  0.213
H: -0.78697 -3.07491 -0.35952  0.211
H: -1.97393 -2.35713 0.73099  0.206
H: -2.13451 -2.14133 -1.02499  0.214

---

(b)
This record from the Open Molecules 2025 dataset describes a single C6H11NO2 molecule. The level of theory is the ωB97M-V functional and the def2-TZVPD basis.

As for the charge: 0. The orbital gap is 7.47 eV. Its HOMO energy is -7.8852 eV.

Each line ends with the natural charge from an NBO analysis.
CARTESIAN COORDINATES (ANGSTROEM)
C: 1.97192 -0.89102 1.02841  -0.719
C: 1.29220 0.18366 0.23857  0.289
C: -0.23910 0.84466 1.14686  0.232
N: 1.88498 0.82231 -0.67016  -0.657
O: -0.18960 0.53763 2.34494  -0.685
H: 1.29325 1.51986 -1.12663  0.331
H: -0.07747 1.83760 0.71118  0.193
H: 1.76207 -1.86583 0.57619  0.217
H: 1.60411 -0.89988 2.05400  0.258
H: 3.05124 -0.73926 1.01588  0.236
C: -0.59313 -0.73563 -1.74441  -0.677
C: -1.62571 0.37843 0.31585  -0.043
C: -0.82785 -0.63328 -0.28265  0.057
O: -2.14166 1.31256 -0.59506  -0.709
H: -2.52648 2.04331 -0.09853  0.485
H: -2.30908 0.08282 1.11152  0.221
H: -0.62575 -1.49174 0.34446  0.234
H: 0.29888 -1.31202 -1.97949  0.239
H: -1.46645 -1.24013 -2.17991  0.251
H: -0.53638 0.24595 -2.21101  0.246

---

(c)
This record from the Open Molecules 2025 dataset describes a single C6H11NO2 molecule. The level of theory is the ωB97M-V functional and the def2-TZVPD basis.

As for the charge: 0. The orbital gap is 10.22 eV. The structure (SMILES) is C[C@H]1CO[C@]1(C)/C=N\O. Its HOMO energy is -9.4450 eV.

Each line ends with the natural charge from an NBO analysis.
CARTESIAN COORDINATES (ANGSTROEM)
C: -2.66899 -0.18352 0.40376  -0.617
C: -1.19920 -0.43251 0.64322  -0.253
C: -0.58620 -1.51103 -0.23791  -0.066
C: -0.18175 0.51790 -0.06855  0.222
C: -0.61597 1.85806 -0.72765  -0.630
C: 1.07037 0.71483 0.82313  -0.038
H: -3.04119 0.61819 1.06062  0.219
H: -3.16660 -1.11581 0.77881  0.217
H: -2.99176 -0.03797 -0.62628  0.214
H: -1.06658 -0.57933 1.71776  0.217
H: 0.11563 -2.25937 0.24298  0.195
H: -1.34225 -1.99834 -0.84613  0.182
H: 0.21406 2.14869 -1.40717  0.232
H: -0.62206 2.61299 0.04739  0.219
H: -1.58334 1.81956 -1.21996  0.223
H: 0.98362 1.44367 1.61523  0.192
H: 1.71913 -0.67258 -0.90027  0.475
N: 2.21836 0.22318 0.73349  -0.081
O: 0.06291 -0.52291 -1.03338  -0.555
O: 2.48000 -0.64264 -0.29329  -0.566

---

Which of them is most stable, and which least? Most stable: (a); least stable: (b).

---

(a)
This record from the Open Molecules 2025 dataset describes a single C6H11NO2 molecule. The level of theory is the ωB97M-V functional and the def2-TZVPD basis.

As for the charge: 0. The orbital gap is 10.18 eV. The structure (SMILES) is CC1(C)N[C@]1(C)C(=O)O. Its HOMO energy is -9.4487 eV.

Each line ends with the natural charge from an NBO analysis.
CARTESIAN COORDINATES (ANGSTROEM)
C: 0.54885 1.88176 -0.21606  -0.612
C: -1.97614 0.39552 0.37224  -0.616
C: -0.71480 -1.78774 0.47944  -0.637
N: -0.35483 -0.14143 -1.45180  -0.580
C: 1.79045 -0.32346 -0.17846  0.784
C: 0.49924 0.37922 -0.39293  -0.046
C: -0.76974 -0.39081 -0.09780  0.137
O: 2.65918 0.38064 0.55946  -0.679
O: 2.06598 -1.41375 -0.62330  -0.617
H: 3.48471 -0.11986 0.65629  0.501
H: 0.04923 -0.95173 -1.91456  0.376
H: 1.47627 2.27357 -0.62634  0.223
H: -0.28212 2.33949 -0.74184  0.226
H: 0.50154 2.14444 0.83831  0.217
H: -2.16656 1.23453 -0.28809  0.225
H: -2.85163 -0.24981 0.36782  0.216
H: -1.82243 0.76232 1.38506  0.212
H: -0.72221 -1.74333 1.56727  0.215
H: 0.17416 -2.32155 0.15422  0.242
H: -1.58917 -2.34803 0.15108  0.213

---

(b)
This record from the Open Molecules 2025 dataset describes a 2-piece molecular cluster, C6H11NO2 overall. The level of theory is the ωB97M-V functional and the def2-TZVPD basis.

As for the charge: 0. The orbital gap is 9.03 eV. The structure (SMILES) is CC(=C=O)NO.C=CC. Its HOMO energy is -8.1390 eV.

Each line ends with the natural charge from an NBO analysis.
CARTESIAN COORDINATES (ANGSTROEM)
C: 0.87205 1.46718 -0.58495  -0.142
C: -2.42633 -0.92089 -0.44782  -0.601
C: 1.77776 1.75450 0.56231  -0.653
C: 1.15334 0.63375 -1.57019  -0.460
C: -1.10111 -0.10581 1.45598  0.670
C: -1.21344 -0.91554 0.44455  -0.191
O: 0.88340 -1.91172 0.97327  -0.587
N: -0.16095 -1.78834 0.01179  -0.309
O: -1.04655 0.52693 2.43807  -0.465
H: 0.62514 -2.64279 1.55001  0.471
H: -0.07301 1.99975 -0.57566  0.194
H: -2.75209 -1.94696 -0.60640  0.226
H: -2.18501 -0.48154 -1.41737  0.209
H: -3.23281 -0.35148 0.00627  0.224
H: 2.68003 1.14918 0.50600  0.213
H: 2.05578 2.80829 0.56028  0.219
H: 1.27278 1.54993 1.50486  0.228
H: 0.30435 -1.39420 -0.81016  0.362
H: 0.47682 0.46957 -2.39483  0.197
H: 2.08984 0.10017 -1.60600  0.196

---

Which of them is most stable, and which least? Most stable: (a); least stable: (b).

---

(a)
This record from the Open Molecules 2025 dataset describes a 9-piece molecular cluster, C13H44O9 overall. The level of theory is the ωB97M-V functional and the def2-TZVPD basis.

As for the charge: 0. The orbital gap is 10.07 eV. The structure (SMILES) is CCO.CCO.CCO.CCO.CO.CO.CO.CO.CO. Its HOMO energy is -9.9884 eV.

Each line ends with the natural charge from an NBO analysis.
CARTESIAN COORDINATES (ANGSTROEM)
C: -3.68434 -2.76195 -1.14133  -0.641
C: -4.18642 -4.12729 -1.62106  -0.059
O: -5.58158 -4.24727 -1.39161  -0.719
H: -4.28099 -1.95365 -1.55978  0.210
H: -2.64627 -2.59910 -1.45173  0.207
H: -3.66529 -2.73307 -0.04944  0.201
H: -3.65402 -4.90467 -1.06595  0.154
H: -4.01098 -4.24145 -2.68640  0.186
H: -5.75460 -3.93038 -0.49947  0.459
C: 0.18931 -0.87136 -0.96572  -0.630
C: 0.49586 -0.37067 0.42388  -0.061
O: 0.32072 1.04748 0.43410  -0.765
H: 0.73225 -0.30358 -1.72017  0.211
H: -0.88142 -0.77732 -1.13712  0.210
H: 0.52003 -1.91232 -1.02303  0.210
H: 1.50172 -0.59942 0.79243  0.162
H: -0.16224 -0.86783 1.14930  0.160
H: 1.11504 1.46853 0.77895  0.498
C: 3.51216 -3.35774 -0.22337  -0.628
C: 4.63011 -4.30916 0.09562  -0.061
O: 4.47426 -4.70502 1.46458  -0.727
H: 2.55998 -3.87632 -0.12004  0.215
H: 3.58088 -2.94748 -1.23398  0.211
H: 3.55445 -2.48828 0.43275  0.209
H: 5.61522 -3.84460 -0.03125  0.155
H: 4.63258 -5.18627 -0.56018  0.158
H: 5.31473 -5.06043 1.76145  0.467
C: -0.28330 1.21025 3.90312  -0.639
C: 0.08997 2.68276 3.84449  -0.068
O: 0.86299 3.10862 4.96588  -0.719
H: -0.80687 1.01118 4.83565  0.214
H: 0.56267 0.54075 3.73504  0.195
H: -0.94970 1.05420 3.05432  0.222
H: -0.83098 3.26272 3.89174  0.175
H: 0.59750 2.86844 2.89324  0.162
H: 1.66903 2.58496 4.97710  0.453
C: 0.82490 2.79799 -2.94763  -0.245
O: 0.27400 3.79097 -3.80015  -0.731
H: 1.25176 1.99788 -3.54911  0.176
H: 1.65099 3.18179 -2.33846  0.153
H: 0.02856 2.41300 -2.30719  0.174
H: 0.16611 4.61159 -3.31060  0.472
C: -0.78672 -3.07933 -4.09641  -0.249
O: -1.24010 -4.41941 -3.84464  -0.735
H: 0.28419 -3.00661 -4.27250  0.169
H: -1.36703 -2.66532 -4.92237  0.169
H: -1.05301 -2.53645 -3.19210  0.179
H: -0.73008 -5.06055 -4.34418  0.468
C: 3.27289 3.77109 1.07226  -0.250
O: 2.75858 2.48303 1.43424  -0.754
H: 3.35588 3.78531 -0.01116  0.188
H: 2.62458 4.55202 1.46605  0.174
H: 4.28404 3.92138 1.45711  0.177
H: 3.13905 2.20091 2.26889  0.477
C: -3.14528 1.21979 1.69109  -0.253
O: -4.45394 0.84880 1.27497  -0.724
H: -2.99467 2.28798 1.50826  0.163
H: -3.10761 1.06146 2.76611  0.181
H: -2.37658 0.61826 1.20172  0.171
H: -4.52638 0.98440 0.32667  0.463
C: -0.65445 4.05429 0.36381  -0.251
O: -0.64317 5.31581 -0.31335  -0.734
H: 0.31637 3.58703 0.20796  0.169
H: -0.99974 4.12944 1.39498  0.167
H: -1.38905 3.44650 -0.16372  0.187
H: 0.08341 5.84366 0.02740  0.460

---

(b)
This record from the Open Molecules 2025 dataset describes a 9-piece molecular cluster, C13H44O9 overall. The level of theory is the ωB97M-V functional and the def2-TZVPD basis.

As for the charge: 0. The orbital gap is 10.31 eV. The structure (SMILES) is CC(C)O.CC(C)O.CO.CO.CO.CO.CO.CO.CO. Its HOMO energy is -9.9289 eV.

Each line ends with the natural charge from an NBO analysis.
CARTESIAN COORDINATES (ANGSTROEM)
C: -27.62784 1.62962 28.70828  -0.250
O: -26.99196 0.95815 27.66821  -0.714
H: -27.22199 1.28550 29.65958  0.175
H: -27.40031 2.69470 28.75217  0.160
H: -28.71571 1.57960 28.66212  0.162
H: -26.80842 1.61830 26.99582  0.467
C: -26.73156 -3.79272 20.23592  -0.258
O: -25.72268 -3.81175 21.26244  -0.732
H: -26.90068 -4.73678 19.71798  0.171
H: -27.66249 -3.39910 20.64400  0.163
H: -26.45862 -2.92264 19.63880  0.188
H: -26.01332 -4.26177 22.05907  0.468
C: -37.83285 -10.06834 24.03798  -0.269
O: -38.12212 -10.80335 25.26116  -0.716
H: -37.01409 -9.37570 24.23287  0.168
H: -37.36303 -10.63272 23.23247  0.183
H: -38.70971 -9.62837 23.56296  0.170
H: -38.26298 -10.10427 25.90385  0.463
C: -26.50571 -10.87789 22.18425  -0.257
O: -25.64973 -10.10435 23.09917  -0.737
H: -27.35547 -11.17137 22.80060  0.187
H: -26.92848 -10.32845 21.34313  0.169
H: -25.87477 -11.69785 21.84122  0.174
H: -25.11300 -9.49068 22.59230  0.465
C: -34.75907 -2.52425 23.09334  -0.253
O: -36.06306 -2.06185 23.18721  -0.711
H: -34.65964 -3.24418 22.28098  0.160
H: -34.26361 -1.56724 22.92977  0.165
H: -34.33703 -2.96331 23.99733  0.180
H: -36.23379 -1.88066 22.26005  0.459
C: -22.67783 -13.05847 26.59295  -0.257
O: -23.96238 -12.67570 27.13895  -0.726
H: -22.88049 -13.33828 25.55915  0.164
H: -21.80102 -12.41214 26.63256  0.169
H: -22.37939 -14.00071 27.05253  0.180
H: -24.35007 -11.97294 26.61224  0.470
C: -26.28514 -8.84124 36.71294  -0.270
O: -25.23635 -9.50981 37.35173  -0.689
H: -26.28362 -7.84132 37.14681  0.176
H: -26.26897 -8.79084 35.62423  0.159
H: -27.30766 -9.20254 36.82259  0.160
H: -25.70454 -10.34677 37.30824  0.464
C: -30.27859 -6.30065 27.30571  -0.629
C: -29.52533 -4.99322 27.76433  0.111
C: -29.02280 -4.92626 29.23075  -0.647
O: -28.40217 -4.76359 27.01987  -0.716
H: -29.67501 -7.17143 27.56172  0.212
H: -30.29002 -6.28098 26.21594  0.220
H: -31.29530 -6.37985 27.69058  0.216
H: -30.10875 -4.08240 27.62971  0.143
H: -29.75779 -4.89619 30.03510  0.206
H: -28.35074 -4.09974 29.46164  0.206
H: -28.59507 -5.87762 29.54708  0.210
H: -28.12454 -3.86761 27.22418  0.467
C: -16.98094 -3.91179 25.12314  -0.630
C: -18.49995 -4.10770 25.03629  0.085
C: -19.29053 -3.06605 25.72478  -0.638
O: -18.75558 -4.16781 23.64781  -0.716
H: -16.64117 -3.99738 26.15529  0.201
H: -16.55420 -2.96559 24.79045  0.205
H: -16.49324 -4.64599 24.48189  0.222
H: -18.84070 -5.07264 25.41163  0.175
H: -18.92197 -2.06175 25.51587  0.198
H: -19.20959 -3.20879 26.80236  0.219
H: -20.34105 -3.00040 25.44160  0.222
H: -18.85047 -3.26177 23.34503  0.457

---

Which of them is most stable, and which least? Most stable: (a); least stable: (b).